Entry from OMol25: a 3-piece molecular cluster, C5H7Cl3N2 overall (the ωB97M-V functional and the def2-TZVPD basis).

Summary:
ΔE to the lowest compared entry with this formula, charge and spin   0.0 kJ/mol
E_LUMO   0.475 eV
SMILES string   ClC(Cl)Cl.CC#N.CC#N
HOMO energy   -11.409 eV

ORCA input file:
```
! wB97M-V def2-TZVPD RIJCOSX def2/J DEFGRID3
* xyz 0 1
Cl -1.73777 0.59292 -5.56315
C -1.21815 1.48203 -4.10725
Cl 0.27255 0.80132 -3.48725
Cl -2.49044 1.55164 -2.86017
H -1.04740 2.48270 -4.47724
C -0.01278 -0.15136 3.84919
C 0.79343 0.59478 2.90048
N 1.43122 1.15817 2.13347
H -0.08423 -1.17660 3.47810
H -1.01702 0.26334 3.93299
H 0.39605 -0.17378 4.85676
C 0.82312 -0.86914 -0.41857
C 0.73413 -1.95024 0.54805
N 0.61463 -2.78137 1.32032
H 1.83650 -0.73372 -0.79782
H 0.43046 0.04338 0.01764
H 0.27570 -1.13407 -1.32555
*
```